one:
Computed, not measured: an isolated ion of composition C6H15N2 and charge +1, with the ωB97M-V functional and the def2-TZVPD basis.

Bonds (Å) are listed after each position.
Element x y z (Å)
1 C -3.044 -2.325 0.224  C2 1.533, H9 1.086, H10 1.090, H11 1.095
2 C -1.651 -2.044 0.801  C1 1.533, C3 1.519, H12 1.098, H13 1.087
3 C -0.686 -1.389 -0.171  C2 1.519, C4 1.546, H14 1.099, H15 1.092
4 C -0.945 0.117 -0.408  C3 1.546, C5 1.506, H16 1.092, H17 1.092
5 C -0.106 1.061 0.412  C4 1.506, N6 1.483, H18 1.090, H19 1.084
6 N 1.329 0.964 0.053  C5 1.483, C7 1.297, H20 0.976
7 C 2.035 1.999 -0.287  N6 1.297, N8 1.321, H21 1.083
8 N 3.320 1.916 -0.579  C7 1.321, H22 1.005, H23 1.009
9 H -3.629 -2.952 0.890  C1 1.086
10 H -2.975 -2.792 -0.759  C1 1.090
11 H -3.588 -1.383 0.095  C1 1.095
12 H -1.260 -3.058 0.958  C2 1.098
13 H -1.716 -1.612 1.797  C2 1.087
14 H 0.357 -1.536 0.142  C3 1.099
15 H -0.705 -1.955 -1.106  C3 1.092
16 H -1.986 0.319 -0.145  C4 1.092
17 H -0.857 0.283 -1.484  C4 1.092
18 H -0.469 2.082 0.296  C5 1.090
19 H -0.123 0.881 1.481  C5 1.084
20 H 1.654 0.057 -0.103  N6 0.976
21 H 1.618 2.985 -0.454  C7 1.083
22 H 3.803 1.035 -0.571  N8 1.005
23 H 3.859 2.656 -1.002  N8 1.009

Values from the calculation:
SMILES: CCCCCNC=[NH2+]
HOMO energy in eV: -14.055
Lowest unoccupied orbital energy in eV: -3.5491
Total charge: +1

two:
Computed, not measured: a 2-piece molecular cluster, C6H15N2 overall, with the ωB97M-V functional and the def2-TZVPD basis.

Bonds (Å) are listed after each position.
Element x y z (Å)
1 C 3.730 1.213 -1.504  N7 1.240, H9 1.082, H10 1.085
2 C 0.547 0.039 -0.924  C6 1.477, H11 1.090, H12 1.086, H13 1.107
3 C 2.169 -0.939 0.796  C6 1.482, H14 1.090, H15 1.089, H16 1.086
4 C -2.197 -1.078 1.075  N8 1.456, H17 1.096, H18 1.088, H19 1.089
5 C -3.221 0.846 0.024  N8 1.455, H20 1.086, H21 1.087, H22 1.096
6 C 1.910 -0.052 -0.363  C2 1.477, C3 1.482, N7 1.255
7 N 2.845 0.590 -0.899  C1 1.240, C6 1.255
8 N -2.047 0.322 0.704  C4 1.456, C5 1.455, H23 1.020
9 H 3.964 2.237 -1.246  C1 1.082
10 H 4.285 0.734 -2.304  C1 1.085
11 H 0.255 -0.943 -1.296  C2 1.090
12 H 0.488 0.753 -1.740  C2 1.086
13 H -0.219 0.299 -0.168  C2 1.107
14 H 1.680 -0.531 1.681  C3 1.090
15 H 1.730 -1.917 0.607  C3 1.089
16 H 3.231 -1.048 0.997  C3 1.086
17 H -3.045 -1.254 1.746  C4 1.096
18 H -2.356 -1.663 0.171  C4 1.088
19 H -1.290 -1.422 1.569  C4 1.089
20 H -3.077 1.904 -0.173  C5 1.086
21 H -3.349 0.319 -0.918  C5 1.087
22 H -4.137 0.721 0.613  C5 1.096
23 H -1.896 0.871 1.551  N8 1.020

Values from the calculation:
HOMO energy in eV: -12.061
Lowest unoccupied orbital energy in eV: -4.0885
Total charge: +1

Relative energies with respect to the most stable structure, expressed in hartree: one 0.0000; two 0.0646.